# 1
{"formula": "C17H23F5GaNO2P2S", "method": "ωB97M-V with the def2-TZVPD basis set", "elements": ["Ga", "P", "C", "C", "N", "C", "C", "C", "C", "C", "P", "H", "H", "H", "H", "H", "H", "H", "H", "O", "H", "H", "O", "H", "C", "H", "H", "H", "C", "H", "H", "H", "C", "H", "H", "H", "C", "H", "H", "H", "F", "C", "C", "F", "C", "F", "C", "S", "C", "F", "C", "F"], "positions_angstrom": [[-0.206, 0.207, -0.041], [1.958, -0.640, 0.063], [2.133, -0.803, -1.739], [0.892, -1.447, -2.307], [-0.282, -1.096, -1.752], [-1.461, -1.421, -2.314], [-1.493, -2.286, -3.402], [-0.297, -2.748, -3.937], [0.909, -2.333, -3.380], [-2.718, -0.774, -1.776], [-2.297, 0.772, -0.855], [1.868, -2.652, -3.766], [-2.463, -2.545, -3.825], [-0.307, -3.426, -4.786], [-3.375, -0.488, -2.618], [-3.275, -1.467, -1.118], [2.181, 0.267, -2.074], [3.048, -1.352, -2.004], [1.044, 2.865, -1.509], [1.525, 2.039, -1.832], [1.890, 2.238, -2.713], [-0.340, 3.409, -0.010], [-0.105, 3.790, -0.883], [-0.249, 4.750, -0.789], [-2.285, 2.021, -2.143], [-3.230, 1.954, -2.690], [-2.161, 3.021, -1.718], [-1.458, 1.828, -2.832], [-3.565, 1.080, 0.372], [-3.336, 2.033, 0.863], [-4.544, 1.142, -0.118], [-3.574, 0.279, 1.121], [2.145, -2.310, 0.746], [3.171, -2.667, 0.526], [1.988, -2.292, 1.840], [1.414, -3.002, 0.295], [3.325, 0.344, 0.670], [3.103, 0.647, 1.703], [4.244, -0.261, 0.654], [3.433, 1.228, 0.027], [1.294, 1.109, 6.481], [0.746, 0.575, 5.373], [0.289, 1.410, 4.352], [0.419, 2.751, 4.467], [-0.225, 0.843, 3.201], [-0.479, 1.686, 2.134], [-0.365, -0.539, 3.036], [-1.018, -1.270, 1.589], [0.119, -1.350, 4.083], [0.124, -2.693, 3.911], [0.668, -0.811, 5.234], [1.178, -1.617, 6.191]], "forces_ev_per_a": [[-0.548, -1.967, 0.572], [0.908, 0.154, -0.363], [0.160, 0.226, -0.152], [-0.159, -0.608, -0.296], [-0.065, 0.969, 0.112], [0.369, -0.420, -0.408], [-0.273, 0.365, 0.117], [0.020, -0.158, 0.197], [0.106, 0.332, 0.199], [0.093, -0.165, 0.439], [-0.143, 0.336, -0.549], [-0.116, -0.017, -0.166], [0.315, -0.043, -0.025], [0.029, 0.096, 0.118], [0.216, -0.167, 0.424], [0.219, 0.308, -0.206], [0.138, -1.223, 0.109], [-0.265, 0.183, -0.005], [0.706, -0.781, -0.672], [-0.417, 0.779, 0.059], [-0.259, 0.121, 0.475], [0.238, 0.606, -0.535], [-0.659, 0.301, 1.138], [0.231, -0.378, -0.071], [-0.374, 0.253, -0.144], [0.075, 0.155, 0.007], [-0.059, -0.241, -0.155], [-0.068, 0.009, 0.121], [-0.138, 0.153, 0.161], [-0.151, -0.158, -0.032], [0.150, 0.036, 0.082], [0.079, 0.169, -0.201], [-0.331, -0.209, 0.316], [-0.451, 0.308, 0.059], [0.061, -0.064, -0.512], [0.262, 0.323, 0.238], [0.206, 0.207, 0.126], [0.191, -0.022, -0.284], [-0.260, 0.260, 0.003], [0.010, -0.184, 0.273], [-0.530, -0.476, -1.037], [0.242, 0.383, 0.738], [0.374, 0.713, 0.357], [-0.133, -1.150, -0.168], [0.215, -0.242, -0.067], [-0.154, -0.399, 0.222], [0.644, 0.371, 0.526], [-0.359, -0.057, -0.539], [-0.139, -0.456, -0.648], [-0.096, 1.023, 0.241], [0.482, -0.396, 0.759], [-0.591, 0.844, -0.956]], "homo_ev": -14.03, "lumo_ev": -7.1, "total_charge": 2, "max_force_ev_per_a": 2.12}

=====

# 2
{"formula": "C17H23F5NO2P2Ti", "method": "ωB97M-V with the def2-TZVPD basis set", "elements": ["Ti", "P", "C", "C", "N", "C", "C", "C", "C", "C", "P", "H", "H", "H", "H", "H", "H", "H", "H", "O", "H", "H", "O", "H", "C", "H", "H", "H", "C", "H", "H", "H", "C", "H", "H", "H", "C", "H", "H", "H", "F", "C", "C", "C", "F", "C", "F", "C", "F", "C", "F"], "positions_angstrom": [[0.449, 0.622, -0.373], [2.150, -0.946, 0.507], [2.395, -1.259, -1.267], [1.145, -1.819, -1.914], [0.048, -1.101, -1.573], [-1.158, -1.534, -1.961], [-1.260, -2.571, -2.881], [-0.104, -3.147, -3.404], [1.136, -2.766, -2.916], [-2.367, -0.833, -1.432], [-1.965, 0.774, -0.605], [2.104, -3.144, -3.271], [-2.255, -2.855, -3.205], [-0.159, -3.906, -4.169], [-3.063, -0.646, -2.264], [-2.902, -1.477, -0.714], [2.580, -0.218, -1.756], [3.281, -1.904, -1.386], [-0.846, 5.385, -0.480], [1.516, 1.259, -2.038], [1.333, 0.868, -2.885], [2.056, 2.089, -1.995], [-1.075, 4.526, -0.102], [-0.128, 4.269, 0.049], [-2.764, 1.981, -1.706], [-3.814, 1.698, -1.876], [-2.701, 2.977, -1.249], [-2.236, 2.006, -2.668], [-3.079, 0.784, 0.822], [-2.778, 1.588, 1.506], [-4.118, 0.957, 0.508], [-3.029, -0.163, 1.372], [2.020, -2.584, 1.173], [2.992, -3.082, 1.069], [1.740, -2.493, 2.224], [1.260, -3.158, 0.635], [3.631, -0.227, 1.182], [3.420, 0.031, 2.226], [4.440, -0.967, 1.141], [3.919, 0.685, 0.645], [-0.714, -1.767, 2.458], [-0.356, -0.484, 2.693], [0.310, 0.247, 1.703], [0.587, 1.579, 2.052], [1.062, 2.428, 1.026], [0.224, 2.156, 3.262], [0.419, 3.473, 3.470], [-0.443, 1.392, 4.222], [-0.848, 1.925, 5.393], [-0.705, 0.058, 3.926], [-1.350, -0.708, 4.827]], "forces_ev_per_a": [[0.181, -0.288, 1.003], [-0.507, 0.664, -1.721], [1.885, 0.264, -1.430], [0.682, 1.342, -0.149], [-0.058, -0.975, 0.524], [0.105, -0.254, -0.634], [0.112, 0.014, -0.078], [-0.300, -0.120, -0.025], [0.391, -0.074, 0.407], [-0.541, 0.133, -0.117], [-0.797, -0.036, -0.012], [-0.670, -0.133, 0.124], [0.183, -0.177, -0.072], [-0.135, -0.036, -0.104], [0.069, -0.102, 0.250], [0.262, 0.132, -0.196], [0.402, -2.490, 1.080], [-0.239, 0.066, -0.595], [-0.876, 0.355, -0.118], [0.477, 2.359, 0.765], [0.230, 0.372, -1.054], [-0.686, -1.117, -0.968], [2.196, -0.005, -0.150], [-1.316, -0.393, 0.329], [-0.120, 0.172, -0.208], [0.297, 0.178, 0.029], [-0.040, -0.246, -0.138], [-0.149, 0.039, 0.158], [-0.388, 0.064, 0.425], [-0.090, -0.124, -0.135], [0.252, -0.065, 0.096], [0.094, 0.181, -0.121], [0.064, -0.419, 0.418], [-0.195, -0.023, 0.141], [0.025, -0.307, -0.008], [0.009, 0.099, 0.150], [0.755, -0.203, 0.173], [0.140, -0.014, -0.139], [0.111, 0.317, 0.147], [-0.063, -0.218, 0.110], [-0.133, 0.058, -0.116], [0.870, 0.889, -0.136], [-2.047, 1.792, 1.729], [-0.886, -1.196, 1.193], [-0.006, -0.442, 0.146], [0.041, 0.800, -0.217], [-0.021, -0.485, 0.056], [0.011, 0.063, 0.036], [0.434, -0.317, -0.825], [-0.291, -0.557, 0.333], [0.280, 0.465, -0.356]], "relative_energy_ev": 0.363, "homo_ev": [-9.39, -10.20], "lumo_ev": [-3.2, -3.2], "multiplicity": 3, "total_charge": 1, "s2": 2.012, "max_force_ev_per_a": 3.22}

=====

# 3
{"formula": "C17H23FN3O5PS2", "method": "ωB97M-V with the def2-TZVPD basis set", "elements": ["C", "C", "O", "C", "N", "C", "C", "O", "C", "C", "C", "C", "C", "C", "P", "N", "S", "C", "C", "C", "C", "C", "C", "N", "S", "O", "O", "F", "H", "H", "H", "H", "H", "H", "H", "H", "H", "H", "H", "H", "H", "H", "H", "H", "H", "H", "H", "H", "H", "O", "H", "H"], "positions_angstrom": [[3.627, 0.913, 1.670], [4.198, 2.227, 1.111], [5.496, 1.991, 0.550], [3.318, 2.758, -0.010], [2.054, 3.259, 0.490], [1.266, 3.980, -0.510], [-0.235, 3.800, -0.276], [-0.838, 2.957, -1.292], [-0.833, 1.643, -0.927], [0.265, 0.877, -1.315], [0.359, -0.457, -0.972], [-0.659, -1.045, -0.235], [-1.778, -0.301, 0.122], [-1.888, 1.058, -0.218], [-3.351, 2.066, 0.223], [-3.049, 3.522, 0.730], [-3.047, -1.120, 1.063], [-2.938, -2.740, 0.368], [-4.066, -3.533, 0.221], [-3.940, -4.794, -0.352], [-2.708, -5.268, -0.790], [-1.581, -4.476, -0.632], [-1.698, -3.222, -0.040], [-0.496, -2.439, 0.130], [0.135, -2.560, 1.709], [-0.716, -3.330, 2.541], [0.591, -1.294, 2.157], [1.381, -3.406, 1.376], [2.723, 0.609, 1.144], [4.375, 0.129, 1.633], [3.351, 1.008, 2.717], [4.282, 2.969, 1.895], [5.448, 1.154, 0.086], [3.199, 1.929, -0.725], [3.846, 3.571, -0.501], [1.519, 2.505, 0.901], [1.529, 5.032, -0.489], [1.478, 3.566, -1.500], [-0.387, 3.314, 0.682], [-0.744, 4.752, -0.267], [1.053, 1.344, -1.882], [1.226, -1.033, -1.247], [-4.027, 1.281, 1.168], [-4.129, 2.018, -0.951], [-3.498, 4.176, 0.098], [-5.026, -3.176, 0.551], [-4.820, -5.409, -0.458], [-2.606, -6.233, -1.254], [-0.607, -4.816, -0.943], [0.784, -3.433, -2.806], [0.428, -3.048, -1.996], [1.732, -3.274, -2.753]], "forces_ev_per_a": [[-0.185, 0.476, 0.494], [-0.095, -0.821, -0.684], [0.076, 0.389, 0.418], [-0.059, 0.204, 0.453], [0.020, 0.066, 0.123], [-0.145, -0.803, 0.084], [0.561, -0.097, -0.039], [-0.296, 0.133, 0.295], [0.262, -0.183, -0.198], [0.082, -0.217, 0.074], [-0.407, 0.358, 0.104], [0.376, 0.110, -0.519], [-0.156, -0.251, 0.105], [-0.088, -0.284, 0.200], [0.407, 1.095, -0.002], [-0.341, -0.494, -0.130], [-0.080, -0.061, -0.008], [0.434, 0.254, -0.086], [0.298, -0.298, -0.157], [0.061, 0.021, 0.079], [0.034, 0.431, 0.163], [-0.244, 0.283, 0.243], [0.016, -0.664, -0.371], [-0.443, 0.638, 0.997], [-1.067, 0.713, 0.385], [0.263, -0.466, -0.314], [0.355, -0.068, -0.426], [0.417, -0.378, -0.045], [0.010, -0.207, -0.152], [0.061, -0.192, -0.140], [-0.059, 0.027, 0.119], [0.281, 0.193, 0.041], [0.078, -0.142, -0.133], [-0.032, 0.067, -0.290], [0.062, 0.085, -0.115], [-0.099, -0.025, -0.057], [0.122, 0.177, -0.086], [0.045, 0.310, -0.261], [-0.214, 0.209, 0.275], [-0.350, 0.011, -0.169], [0.054, 0.129, -0.082], [0.116, -0.107, -0.048], [0.074, -0.234, -0.211], [-0.114, -0.378, 0.103], [0.151, 0.279, 0.107], [-0.176, 0.104, 0.012], [-0.109, -0.073, -0.041], [-0.107, -0.203, -0.042], [0.129, -0.073, -0.102], [0.016, 0.025, 0.065], [-0.009, -0.023, 0.013], [0.014, -0.043, -0.041]], "homo_ev": -8.80, "lumo_ev": 0.0, "total_charge": 0, "max_force_ev_per_a": 1.34, "smiles": "C[C@@H](O)CNCCOc1ccc2c(c1[PH2]=N)Sc1ccccc1N2S(=O)(=O)F.O"}

=====

# 4
{"formula": "C17H23FN4O8S3", "method": "ωB97M-V with the def2-TZVPD basis set", "elements": ["C", "C", "C", "C", "C", "C", "C", "F", "C", "C", "C", "N", "C", "N", "C", "N", "S", "N", "C", "H", "H", "H", "H", "H", "H", "H", "H", "H", "H", "H", "H", "H", "H", "H", "C", "C", "O", "S", "O", "O", "O", "H", "H", "H", "H", "C", "C", "O", "S", "O", "O", "O", "H", "H", "H", "H"], "positions_angstrom": [[-3.229, 0.335, -3.129], [-2.526, -0.355, -2.446], [-1.663, -1.195, -1.608], [-0.582, -0.393, -0.880], [0.486, 0.150, -1.841], [1.917, 0.088, -1.369], [2.361, 0.181, -0.095], [1.457, 0.400, 0.887], [3.727, 0.132, 0.359], [4.005, 0.258, 1.833], [3.208, -0.700, 2.749], [4.088, -1.333, 3.747], [4.719, 0.001, -0.578], [6.089, -0.096, -0.308], [4.331, -0.071, -1.955], [5.175, -0.172, -2.976], [4.258, -0.225, -4.302], [2.796, -0.123, -3.658], [2.956, -0.035, -2.340], [-3.964, 0.678, -3.818], [-2.297, -1.679, -0.863], [-1.219, -1.968, -2.236], [-0.132, -1.040, -0.129], [-1.042, 0.436, -0.346], [0.444, -0.446, -2.754], [0.270, 1.172, -2.156], [5.050, 0.080, 2.066], [3.808, 1.290, 2.135], [2.713, -1.470, 2.161], [2.422, -0.124, 3.238], [3.845, -2.314, 3.795], [3.860, -0.964, 4.664], [6.302, -0.244, 0.665], [6.642, 0.645, -0.710], [-0.068, -2.795, 5.803], [-0.537, -1.433, 6.273], [0.402, -1.081, 7.301], [1.843, -1.666, 6.944], [2.617, -0.659, 6.309], [2.335, -2.374, 8.066], [1.364, -2.694, 5.816], [-0.369, -3.587, 6.490], [-0.403, -3.032, 4.797], [-1.539, -1.450, 6.690], [-0.480, -0.688, 5.477], [-6.583, 2.632, -6.353], [-7.755, 3.323, -5.683], [-7.790, 2.749, -4.369], [-6.302, 2.417, -3.884], [-5.830, 3.474, -3.068], [-6.274, 1.068, -3.451], [-5.596, 2.530, -5.316], [-6.844, 1.627, -6.688], [-6.175, 3.203, -7.182], [-8.700, 3.135, -6.184], [-7.591, 4.398, -5.592]], "forces_ev_per_a": [[-0.179, -0.517, -0.273], [0.241, -0.053, 0.056], [-0.289, 0.512, 0.139], [0.146, 0.104, -0.076], [0.123, -0.300, 0.032], [-0.221, -0.004, -0.252], [0.321, 0.105, 0.047], [-0.093, 0.065, 0.155], [0.091, -0.186, -0.185], [-0.242, 0.021, 0.110], [0.194, 0.194, 0.155], [-0.350, -0.053, -0.081], [0.055, 0.101, 0.083], [-0.212, -0.168, 0.227], [-0.058, 0.101, 0.200], [-0.144, -0.016, -0.331], [0.276, -0.006, 0.034], [-0.222, 0.020, -0.106], [0.226, -0.041, 0.212], [0.141, 0.335, 0.132], [-0.011, -0.143, -0.037], [0.077, -0.092, 0.055], [0.077, -0.068, -0.033], [-0.087, -0.057, 0.124], [0.058, 0.065, -0.114], [-0.165, 0.052, 0.021], [0.070, -0.024, -0.130], [-0.033, 0.044, 0.014], [0.040, -0.038, -0.141], [-0.128, -0.083, 0.022], [0.175, -0.063, 0.075], [0.205, -0.025, -0.103], [0.063, 0.188, 0.033], [0.094, -0.112, -0.166], [-0.177, -0.149, 0.162], [-0.019, 0.138, -0.288], [0.007, -0.215, 0.084], [-0.224, -0.001, -0.148], [0.058, 0.018, 0.162], [0.071, 0.068, 0.092], [-0.009, 0.159, -0.051], [-0.012, 0.021, 0.003], [0.162, 0.018, -0.060], [0.066, 0.028, 0.168], [-0.007, -0.027, -0.008], [-0.159, -0.200, -0.131], [0.084, 0.280, -0.056], [0.070, -0.199, -0.169], [-0.299, 0.202, -0.144], [0.170, -0.074, 0.085], [-0.038, -0.030, 0.130], [-0.064, 0.171, 0.072], [-0.018, 0.014, 0.006], [0.141, 0.032, 0.089], [-0.053, -0.101, 0.130], [0.010, -0.010, -0.028]], "homo_ev": -7.94, "lumo_ev": 0.0, "total_charge": 0, "max_force_ev_per_a": 0.61}